# 1
{"formula": "C4H5NO", "method": "the ωB97M-V functional and the def2-TZVPD basis", "de_lowest_kcal_mol": 20.5, "spin_multiplicity": 1, "total_energy_ev": -7765.6384, "orbital_gap_ev": 11.041, "elements": ["C", "C", "C", "O", "C", "N", "H", "H", "H", "H", "H"], "positions_angstrom": [[1.21392, 0.25666, 0.33247], [-0.13215, -0.46883, 0.11451], [-1.34059, 0.42986, 0.41975], [-1.84384, 1.13716, -0.41301], [-0.24317, -0.79643, -1.31052], [-0.38195, -0.87028, -2.45353], [2.02822, -0.38867, -0.01108], [1.23183, 1.17281, -0.26407], [1.38892, 0.50472, 1.38356], [-0.17959, -1.36205, 0.75125], [-1.74160, 0.38504, 1.45067]], "forces_ev_per_angstrom": [[0.060, 0.097, 0.039], [0.005, 0.013, -0.105], [-0.213, 0.334, -0.277], [0.230, -0.269, 0.594], [-0.165, -0.038, -0.888], [0.240, -0.231, 0.835], [-0.145, 0.113, 0.105], [0.007, -0.109, 0.117], [-0.147, -0.050, -0.138], [-0.034, 0.101, -0.272], [0.162, 0.038, -0.012]], "lowdin_charge": [-0.051, -0.310, -0.224, 0.083, -0.214, 0.177, 0.088, 0.094, 0.084, 0.142, 0.130]}

# 2
{"formula": "C32H57N9O4P2RbS2", "method": "the ωB97M-V functional and the def2-TZVPD basis", "de_lowest_kcal_mol": 29.1, "charge": -1, "spin_multiplicity": 1, "total_energy_ev": -96615.4433, "orbital_gap_ev": 6.733, "elements": ["Rb", "C", "C", "C", "C", "C", "C", "C", "S", "O", "O", "N", "C", "C", "O", "O", "H", "H", "H", "H", "H", "H", "H", "H", "H", "N", "C", "C", "N", "H", "H", "H", "H", "H", "H", "H", "H", "C", "P", "C", "C", "C", "C", "C", "C", "C", "P", "C", "C", "H", "H", "H", "H", "H", "H", "H", "H", "H", "H", "H", "H", "H", "H", "H", "H", "C", "N", "C", "C", "S", "N", "C", "C", "H", "H", "H", "H", "H", "H", "H", "H", "H", "H", "H", "H", "C", "N", "C", "N", "C", "N", "C", "N", "C", "C", "H", "H", "H", "H", "H", "H", "H", "H", "H", "H", "H", "H"], "positions_angstrom": [[-0.07158, 0.17672, 0.41331], [0.41658, -4.28395, 7.79018], [-0.01612, -3.50546, 6.57403], [-1.25733, -2.88154, 6.52967], [-1.64294, -2.13776, 5.42128], [-0.78530, -2.01277, 4.34241], [0.45721, -2.63461, 4.37009], [0.83360, -3.37599, 5.47629], [-1.21032, -0.96545, 2.95104], [-2.63178, -0.67695, 3.06865], [-0.85930, -1.80048, 1.79142], [-0.23492, 0.21964, 3.12325], [-0.73654, 1.58315, 3.25924], [-0.42133, 2.34468, 1.95163], [0.79209, 2.52874, 1.68156], [-1.37378, 2.64811, 1.19937], [-0.44508, -4.61099, 8.37246], [1.04605, -3.66730, 8.43643], [0.99540, -5.16463, 7.50860], [-1.93541, -2.98724, 7.36973], [-2.61187, -1.65725, 5.37158], [1.11654, -2.53121, 3.51557], [1.79960, -3.86993, 5.48940], [-0.20927, 2.08191, 4.07844], [-1.81192, 1.60089, 3.45368], [2.59438, -0.31390, 1.84291], [3.64187, 0.53112, 1.28460], [3.15289, 1.21545, 0.01484], [2.64278, 0.23825, -0.94921], [1.76627, 0.25116, 2.02493], [2.86794, -0.67481, 2.74910], [4.50926, -0.09850, 1.04411], [3.99045, 1.31724, 1.96863], [3.98478, 1.81466, -0.38963], [2.34053, 1.89571, 0.28466], [3.37287, -0.41666, -1.20543], [2.34860, 0.71307, -1.79793], [-3.88393, 2.52807, -1.64954], [-2.96541, 1.32805, -0.56105], [-4.06911, 1.45788, 0.90070], [-3.60869, -0.21002, -1.38106], [-4.88233, -0.73608, -1.16189], [-5.29757, -1.89922, -1.78803], [-4.44068, -2.55479, -2.66188], [-3.17522, -2.04340, -2.89582], [-2.74063, -0.88076, -2.25941], [-1.08491, -0.12485, -2.55715], [-1.43930, 0.58531, -4.22920], [-0.08370, -1.57641, -3.09637], [-4.95076, 2.29720, -1.67116], [-3.49104, 2.49704, -2.66646], [-3.73613, 3.53218, -1.24642], [-5.13248, 1.46553, 0.65210], [-3.79431, 2.39807, 1.37688], [-3.83935, 0.65480, 1.60176], [-5.55771, -0.23390, -0.48119], [-6.28453, -2.30036, -1.59020], [-4.75416, -3.46674, -3.15602], [-2.52063, -2.57141, -3.57834], [-1.80537, -0.18496, -4.91176], [-0.52881, 1.03540, -4.62346], [-2.19584, 1.36519, -4.13781], [-0.53920, -2.14468, -3.90966], [0.10363, -2.22750, -2.24041], [0.87879, -1.19056, -3.43966], [4.53403, 3.68606, -3.18843], [3.34914, 4.27509, -2.60240], [3.61510, 5.17680, -1.49176], [2.11874, 3.72087, -2.78359], [1.88998, 2.25399, -3.55096], [1.08252, 4.46313, -2.28853], [-0.18576, 3.82440, -1.97599], [0.95776, 5.85805, -2.67771], [5.24452, 4.48062, -3.42619], [4.26674, 3.14883, -4.09249], [5.00671, 2.98168, -2.49631], [4.45149, 4.78474, -0.90831], [2.74611, 5.23999, -0.84341], [3.88290, 6.17870, -1.84008], [-0.01314, 2.94245, -1.37495], [-0.76063, 3.56391, -2.87107], [-0.75780, 4.51643, -1.35835], [1.89067, 6.23399, -3.08874], [0.67052, 6.47524, -1.82357], [0.18324, 5.95776, -3.44695], [1.79377, -4.83067, -1.42746], [2.13088, -6.00901, -0.61687], [2.89085, -5.54432, 0.55254], [2.15864, -4.56563, 1.34951], [1.82890, -3.42101, 0.48538], [1.03572, -3.83673, -0.67907], [-0.19847, -4.45830, -0.18165], [0.08339, -5.63314, 0.65428], [0.87074, -6.58220, -0.12521], [0.89932, -5.18028, 1.78798], [1.20691, -5.15709, -2.29089], [2.71982, -4.37506, -1.78838], [3.82535, -5.09463, 0.20729], [3.12636, -6.41116, 1.17640], [2.75348, -2.94727, 0.15084], [1.25140, -2.69906, 1.05382], [-0.81292, -4.76827, -1.03186], [-0.74095, -3.72225, 0.41253], [0.28042, -6.91834, -0.98176], [1.10555, -7.44832, 0.49969], [1.12960, -6.04077, 2.42255], [0.32586, -4.45141, 2.36098]], "forces_ev_per_angstrom": [[0.791, 0.093, -1.871], [-0.012, 0.054, -0.075], [-0.026, -0.024, 0.058], [0.060, -0.040, -0.025], [-0.064, 0.008, -0.087], [-0.099, -0.017, -0.053], [-0.011, 0.016, -0.045], [-0.019, -0.013, -0.013], [0.196, -0.269, 1.186], [0.010, 0.045, 0.010], [-0.247, -0.516, 0.470], [-0.409, -0.310, 0.091], [0.007, 0.059, -0.094], [-0.024, 0.953, 0.468], [0.237, -0.056, 0.160], [-0.116, 0.309, 0.291], [0.013, -0.005, 0.022], [-0.002, -0.030, 0.032], [0.001, -0.005, 0.013], [-0.005, 0.014, 0.001], [0.006, -0.003, 0.029], [0.042, -0.016, 0.037], [0.009, 0.013, -0.014], [0.015, -0.048, 0.013], [0.011, 0.070, -0.032], [0.020, 0.057, 0.069], [-0.017, -0.031, -0.124], [0.084, -0.134, -0.061], [-0.012, -0.020, -0.008], [0.267, 0.058, 0.482], [0.005, 0.010, 0.006], [-0.002, 0.006, 0.013], [-0.010, -0.001, 0.011], [-0.019, 0.070, 0.024], [0.065, 0.054, -0.020], [-0.023, -0.040, -0.003], [0.127, -0.033, 0.044], [0.259, 0.008, 0.113], [-1.002, -0.163, -0.314], [0.123, 0.015, -0.053], [0.029, -0.007, 0.028], [0.003, -0.031, 0.003], [0.004, 0.008, 0.007], [0.014, -0.013, -0.013], [0.015, -0.052, 0.001], [-0.046, 0.050, 0.121], [-0.007, -0.265, -1.032], [0.004, 0.015, 0.125], [-0.104, 0.118, 0.066], [-0.012, 0.017, -0.004], [-0.005, 0.037, 0.001], [-0.015, 0.016, -0.038], [-0.001, -0.013, -0.023], [-0.009, -0.005, 0.048], [-0.027, 0.001, 0.025], [0.000, -0.019, 0.017], [-0.003, 0.011, -0.005], [-0.006, 0.000, 0.008], [0.018, 0.023, 0.009], [-0.014, 0.009, -0.006], [0.011, 0.017, -0.019], [0.001, 0.011, -0.033], [0.031, -0.009, -0.019], [0.066, -0.060, -0.054], [0.018, -0.002, 0.016], [-0.017, 0.002, -0.086], [-0.077, -0.019, 0.057], [0.047, 0.043, 0.017], [0.060, 0.112, 0.126], [-0.070, -0.003, -0.183], [-0.029, -0.010, -0.137], [-0.032, 0.080, 0.027], [0.019, 0.062, 0.067], [0.005, 0.003, 0.035], [0.014, 0.011, -0.015], [-0.015, -0.010, 0.004], [-0.006, -0.020, -0.012], [0.000, -0.014, 0.002], [-0.007, 0.000, 0.006], [-0.052, -0.210, 0.059], [0.052, -0.005, -0.027], [-0.027, -0.026, 0.001], [0.008, -0.014, 0.008], [0.019, -0.003, 0.007], [0.000, -0.014, 0.010], [0.004, -0.014, -0.002], [0.001, -0.006, -0.006], [-0.021, -0.020, -0.019], [-0.002, 0.010, 0.052], [-0.043, -0.107, -0.013], [-0.016, 0.027, -0.009], [0.036, 0.001, 0.007], [-0.029, -0.009, 0.053], [0.033, 0.006, -0.014], [0.001, 0.003, -0.071], [-0.004, 0.004, 0.002], [0.002, -0.002, 0.005], [-0.001, -0.001, -0.002], [0.015, 0.012, 0.007], [-0.022, 0.027, -0.018], [0.013, 0.112, 0.095], [0.012, 0.014, -0.010], [-0.040, -0.021, -0.019], [0.001, 0.007, -0.003], [-0.018, -0.004, -0.001], [-0.013, 0.015, 0.020], [0.006, -0.014, -0.002]], "lowdin_charge": [0.923, -0.065, -0.289, -0.051, -0.052, -0.253, -0.069, -0.045, 0.480, -0.337, -0.525, -0.294, -0.213, -0.823, -0.127, -0.173, 0.068, 0.077, 0.071, 0.104, 0.107, 0.099, 0.110, 0.105, 0.098, -0.011, -0.280, -0.306, -0.044, -0.022, 0.071, 0.102, 0.107, 0.096, 0.071, 0.068, -0.055, -0.262, 0.873, -0.271, -0.376, -0.087, -0.091, -0.096, -0.099, -0.391, 0.803, -0.280, -0.286, 0.033, 0.011, 0.036, 0.027, 0.035, 0.023, 0.089, 0.097, 0.096, 0.087, 0.037, -0.012, 0.018, 0.026, 0.015, 0.034, -0.099, -0.211, -0.054, -0.763, 0.714, -0.226, -0.079, -0.062, 0.086, 0.041, 0.086, 0.090, 0.095, 0.085, 0.061, 0.080, 0.096, 0.078, 0.093, 0.093, -0.187, -0.092, -0.190, -0.079, -0.168, -0.090, -0.160, -0.083, -0.191, -0.165, 0.121, 0.122, 0.120, 0.118, 0.121, 0.084, 0.125, 0.109, 0.119, 0.118, 0.122, 0.111]}

# 3
{"formula": "C8H18O2P", "method": "the ωB97M-V functional and the def2-TZVPD basis", "charge": -1, "spin_multiplicity": 3, "total_energy_ev": -21969.7627, "orbital_gap_ev": [4.677, 7.495], "elements": ["C", "C", "C", "C", "C", "C", "C", "C", "O", "O", "P", "H", "H", "H", "H", "H", "H", "H", "H", "H", "H", "H", "H", "H", "H", "H", "H", "H", "H"], "positions_angstrom": [[-2.22434, 0.97717, -0.21482], [-2.63260, -1.29170, -1.16449], [-2.43061, -1.01712, 1.24198], [1.34691, 1.19440, 1.23980], [3.50056, 0.06079, 0.17523], [1.52005, 1.11857, -1.17019], [-1.95613, -0.46211, -0.09483], [2.00716, 0.49811, 0.10125], [1.49742, -2.08209, -1.22457], [1.74322, -1.94972, 1.27058], [1.30555, -1.27776, -0.00178], [-2.04757, 1.61958, 0.70113], [-1.83592, 1.38450, -1.04981], [-3.29727, 1.22278, -0.27168], [-2.31505, -2.29119, -1.16292], [-2.29373, -1.03469, -2.10283], [-3.71800, -1.28123, -1.17296], [-3.44019, -0.66344, 1.36250], [-2.48813, -2.17556, 1.31475], [-1.64998, -0.66495, 2.06612], [1.70142, 2.14053, 1.31459], [0.33793, 1.37554, 1.11674], [1.50785, 0.56343, 2.10812], [3.83536, -0.48053, -0.71561], [3.79103, -0.41031, 1.03956], [4.08177, 1.04429, 0.07257], [0.78581, 1.80341, -1.01621], [2.26574, 1.65641, -1.84670], [1.10172, 0.42288, -1.91549]], "forces_ev_per_angstrom": [[-1.421, 0.634, 3.519], [0.839, 0.506, 0.660], [3.178, -1.146, 1.297], [1.542, -2.877, 0.842], [0.069, 4.558, -2.558], [2.899, -0.675, -3.354], [-3.322, -1.531, 0.832], [-0.022, -2.608, -1.539], [0.603, -0.053, -2.231], [0.228, 0.158, 0.903], [-1.545, -0.629, 2.285], [0.816, -0.852, -0.846], [1.697, 1.609, -2.764], [-0.437, -0.676, -0.379], [0.354, -1.696, 0.722], [0.486, 1.216, -2.436], [-0.392, 0.290, 0.339], [-0.508, 0.443, 0.623], [0.370, 1.939, -0.364], [-2.010, -0.616, -1.266], [1.790, 3.083, 0.799], [-2.394, -0.398, -0.575], [-0.048, 0.372, 0.586], [-0.498, -0.294, 0.193], [0.326, -1.215, 2.026], [-0.191, -0.976, 0.386], [-2.233, 2.108, 0.720], [-0.240, -0.385, 1.139], [0.065, -0.291, 0.441]], "lowdin_spin": [0.093, 0.079, 0.076, 0.014, 0.019, 0.015, 0.680, 0.139, 0.161, 0.160, 0.413, 0.004, 0.007, 0.034, 0.005, 0.003, 0.025, 0.023, 0.002, 0.012, 0.001, 0.005, 0.002, 0.005, 0.005, 0.008, 0.002, 0.001, 0.007]}